A molecular structure, C3H6O, computed with the ωB97M-V functional and the def2-TZVPD basis.

spin multiplicity: 1
gap between HOMO and LUMO: 10.20 eV
LUMO level: 1.21 eV
E: -193.0296 Ha
total charge: 0

Each line ends with the natural charge from an NBO analysis.
Geometry (Å):
C (-0.302, 0.106, -0.527)  -0.37
C (0.365, 0.646, 0.496)  0.14
O (1.646, 0.293, 0.134)  -0.50
C (1.040, -0.353, -1.030)  -0.08
H (-1.327, 0.015, -0.850)  0.23
H (-1.869, -0.452, 1.451)  0.00
H (-2.385, -0.119, 1.872)  -0.01
H (0.181, 1.199, 1.412)  0.20
H (1.418, 0.093, -1.954)  0.19
H (1.234, -1.428, -1.003)  0.19

Atoms 1-2, force components in eV/Å:
C 0.0 0.1 0.1
C -0.2 0.1 0.1

=====

A molecular structure, C4H5Cl3IrN2O2SbSe4, computed with the ωB97M-V functional and the def2-TZVPD basis.

spin multiplicity: 5
gap between HOMO and LUMO (spin up / spin down): 7.29 / 5.42 eV
LUMO level (spin up / spin down): -0.53 / -2.36 eV
E: -11746.2335 Ha
total charge: 0

Each line ends with the natural charge from an NBO analysis.
Geometry (Å):
Ir (0.466, 0.582, 0.496)  0.75
Se (3.070, -3.024, 2.822)  -0.60
Sb (3.127, -0.742, 2.230)  1.00
Se (2.373, -0.579, -0.295)  -0.35
Se (0.736, 0.244, 2.825)  -0.31
Se (4.698, 0.970, 2.608)  -0.58
Cl (-0.465, 5.474, -2.175)  0.10
C (0.063, 5.141, -0.520)  -0.22
Cl (-1.049, 5.874, 0.643)  0.10
Cl (1.706, 5.736, -0.264)  0.11
C (0.059, 3.701, -0.313)  0.35
N (0.053, 2.571, -0.147)  -0.40
N (-1.246, -3.583, -0.159)  -0.86
C (-1.777, -2.888, -1.328)  -0.35
C (-1.548, -1.387, -1.181)  0.78
O (-1.656, -0.570, -2.043)  -0.55
O (-1.185, -1.061, 0.084)  -0.74
H (-0.315, -3.949, -0.308)  0.39
H (-1.842, -4.333, 0.159)  0.39
H (-1.072, -1.941, 0.545)  0.54
H (-2.854, -3.038, -1.402)  0.24
H (-1.343, -3.197, -2.278)  0.23

Atoms 1-2, force components in eV/Å:
Ir 0.1 0.0 0.0
Se 0.0 -0.1 0.0

=====

A gas-phase ion, CH5N4O (charge +1) in a non-equilibrium geometry, computed with the ωB97M-V functional and the def2-TZVPD basis.

spin multiplicity: 1
gap between HOMO and LUMO: 10.63 eV
LUMO level: -4.15 eV
E: -334.8988 Ha
total charge: +1

Each line ends with the natural charge from an NBO analysis.
Geometry (Å):
N (1.807, -1.044, 0.147)  -0.52
C (1.197, -0.052, 0.132)  0.71
N (0.957, 1.220, 0.283)  -0.33
O (-0.344, 1.525, -0.088)  -0.22
N (-0.817, 0.097, -0.392)  -0.17
N (-1.806, -0.356, 0.327)  -0.57
H (2.468, -1.732, 0.147)  0.47
H (1.788, 1.746, 0.037)  0.44
H (-1.002, 0.219, -1.379)  0.40
H (-2.641, -0.569, -0.216)  0.39
H (-1.607, -1.053, 1.001)  0.39

Atoms 1-2, force components in eV/Å:
N -2.0 2.5 0.1
C 0.5 -1.8 0.0